w.
A 10-piece molecular cluster, C41H62BN9O overall. Source: OMol25; level of theory: ωB97M-V/def2-TZVPD.

```
114
Properties=species:S:1:pos:R:3:lowdin_charge:R:1
C 2.04701 -0.73947 0.29841 -0.03
C 0.53401 -0.80147 0.21541 -0.46
C -0.07599 -2.21347 0.14241 -0.09
C -1.57999 -2.23747 0.33941 -0.18
C -2.05099 -1.57947 1.62241 -0.03
C -1.43599 -0.05247 1.70241 -0.41
N -0.07299 -0.05847 1.30241 0.06
O 0.69901 0.77753 1.88241 0.15
C -1.60899 0.38953 3.19041 -0.03
C -2.27799 0.81853 0.84141 -0.02
C 0.30901 0.03953 -1.06259 0.00
H 2.61101 -1.17447 -0.46459 0.04
H 2.34301 -1.11947 1.33741 0.12
H 2.53101 0.28353 0.26241 0.09
H 0.46701 -2.72147 1.01441 0.15
H 0.27501 -2.71147 -0.93659 0.17
H -1.77999 -3.25447 0.46841 0.08
H -1.99899 -1.78347 -0.56159 0.11
H -1.51899 -1.90247 2.35841 0.03
H -3.18899 -1.61147 1.71341 0.15
H -1.37499 1.43153 3.44341 0.07
H -0.94999 0.02153 3.94441 0.05
H -2.66099 0.26853 3.79641 0.15
H -2.03799 1.92753 0.96041 0.13
H -3.36199 0.98553 1.21341 0.15
H -2.33299 0.59053 -0.05759 -0.04
H 0.37801 1.13053 -1.13559 0.08
H -0.73999 -0.34147 -1.45359 0.11
H 1.01701 -0.22047 -1.91159 0.09
B 0.32401 -3.13947 4.49541 -0.51
H 1.05401 -3.83947 5.16941 -0.10
H -0.34099 -2.53047 5.36141 -0.08
H 1.00801 -2.37547 3.76441 -0.10
H -0.32199 -3.87647 3.76141 -0.09
N 3.31301 -2.86147 -3.40559 -0.06
C 2.48501 -3.05247 -4.43559 -0.16
C 1.43301 -4.09447 -3.94459 -0.10
C 1.68001 -4.32847 -2.49059 -0.11
C 2.95901 -3.53347 -2.15959 -0.07
H 3.98201 -1.92147 -3.60459 0.15
H 2.76401 -2.61547 -5.39859 0.08
H 0.50701 -4.61347 -4.47159 0.10
H 1.09301 -4.90547 -1.79159 0.07
H 3.37301 -3.44047 -1.21559 0.05
N 6.02101 -1.27647 -4.20759 -0.12
C 5.20801 -0.13747 -4.03959 -0.10
C 5.06901 -0.05147 -2.44959 -0.09
C 5.83201 -1.15147 -1.81259 -0.09
C 6.45301 -1.91747 -3.05059 -0.14
H 6.31301 -1.69847 -5.20459 0.21
H 4.71301 0.37753 -4.90459 0.09
H 4.52601 0.63753 -1.74459 0.06
H 5.96101 -1.33447 -0.70659 0.09
H 7.31301 -2.83747 -3.03159 0.16
N 1.54201 0.94153 -7.03359 -0.08
C 2.24401 2.12053 -6.84159 -0.09
C 2.46701 2.24753 -5.28859 -0.07
C 1.81201 1.02253 -4.78459 -0.10
C 1.31601 0.13153 -5.94459 -0.09
H 1.33601 0.70653 -7.97159 0.12
H 2.50901 2.81153 -7.69659 0.11
H 3.01801 3.06453 -4.72559 0.09
H 1.41201 0.67053 -3.83959 0.04
H 0.90901 -0.84647 -6.22159 0.10
N 3.82701 2.46053 3.81441 -0.12
C 3.49801 3.81453 4.11341 -0.09
C 2.00401 3.71653 4.37841 -0.07
C 1.57901 2.22353 4.65741 0.00
C 2.96801 1.57953 4.28941 -0.15
H 4.80201 2.16353 3.68441 0.15
H 4.13801 4.71653 4.13141 0.10
H 1.55001 4.53053 4.69241 0.00
H 0.59201 1.73653 5.08741 0.11
H 3.54001 0.55853 4.46941 0.15
N 2.97101 3.28753 0.89141 -0.05
C 3.48301 3.08653 -0.32159 -0.14
C 2.45001 3.49453 -1.38959 -0.03
C 1.17701 3.76153 -0.56559 -0.06
C 1.58501 3.65153 0.94141 -0.08
H 3.32901 2.94453 1.87841 0.14
H 4.48201 2.59453 -0.23159 0.11
H 2.50101 3.69053 -2.31459 -0.04
H 0.06101 3.99453 -0.75259 0.09
H 0.93501 3.82953 1.75341 0.06
N -2.75799 1.90753 -3.85359 0.00
C -2.70799 0.46553 -3.79759 -0.07
C -3.78499 0.03553 -2.75059 -0.08
C -4.26699 1.25353 -2.10159 -0.10
C -3.71599 2.40753 -2.89659 -0.07
H -2.39399 2.39453 -4.57259 0.07
H -2.06299 -0.05947 -4.56659 0.10
H -4.08499 -1.00647 -2.55859 0.06
H -5.03299 1.34053 -1.39759 0.06
H -3.91999 3.45453 -2.80859 0.08
N -3.31399 2.69353 7.51641 -0.02
C -4.67099 3.28653 7.42241 -0.10
C -5.53199 2.54753 6.34941 -0.12
C -4.77099 1.40353 6.06741 -0.16
C -3.39599 1.47353 6.68241 -0.08
H -2.57999 2.87753 8.23641 0.14
H -4.97499 4.15053 8.13141 0.10
H -6.59699 2.85253 6.17141 0.09
H -5.04299 0.49053 5.30941 0.13
H -2.60999 0.89553 6.80441 0.02
N -5.13799 -3.68547 -1.28559 -0.07
C -4.64699 -3.97547 0.03941 -0.10
C -5.59099 -3.33947 1.05141 -0.02
C -6.71799 -2.66747 0.15941 -0.01
C -6.31299 -2.91347 -1.28159 -0.13
H -4.94199 -3.92647 -2.27059 0.14
H -3.63499 -4.39747 0.22941 0.09
H -5.51599 -3.38347 2.12641 0.06
H -7.41399 -2.17047 0.42541 -0.07
H -6.78899 -2.73447 -2.38859 0.15
```

**Net charge**: 0
**LUMO**: -2.681 eV

x.
A 10-piece molecular cluster, C41H62BN9O overall. Source: OMol25; level of theory: ωB97M-V/def2-TZVPD.

```
114
Properties=species:S:1:pos:R:3:lowdin_charge:R:1
C 2.73946 -0.63648 0.66958 -0.01
C 1.22946 -0.60248 0.53358 -0.38
C 0.62146 -2.12148 0.44458 -0.04
C -0.94354 -2.12048 0.60558 -0.13
C -1.32754 -1.39548 1.90558 -0.10
C -0.83754 0.02052 2.02458 -0.42
N 0.58646 0.12952 1.63358 0.07
O 1.38246 0.95452 2.14558 0.16
C -1.01854 0.50352 3.50458 0.00
C -1.64054 0.98752 1.18558 0.00
C 0.98946 0.20252 -0.77942 0.02
H 3.23646 -1.28448 -0.12942 0.10
H 3.07646 -0.90648 1.75958 0.15
H 3.01646 0.27652 0.48658 -0.01
H 1.08146 -2.73148 1.19758 0.12
H 1.10946 -2.21548 -0.50742 0.08
H -1.15254 -3.09848 0.62958 0.04
H -1.45254 -1.74648 -0.39242 0.14
H -1.03354 -1.86548 2.84758 0.13
H -2.32254 -1.58948 1.83958 0.08
H -0.67654 1.52852 3.63758 0.07
H -0.29254 -0.02148 4.05158 0.06
H -2.00654 0.23452 3.96358 0.13
H -1.55954 2.14952 1.37958 0.13
H -2.69054 0.91752 1.35858 0.09
H -1.34254 0.68352 0.24158 0.03
H 0.98146 1.18752 -0.76442 0.03
H 0.14446 -0.06648 -1.27542 0.04
H 1.67846 -0.08048 -1.58242 0.09
B 1.04446 -3.10748 4.88958 -0.51
H 1.78246 -3.86448 5.58858 -0.06
H 0.58646 -2.42248 5.73358 -0.11
H 1.76446 -2.36948 4.32058 -0.13
H 0.24746 -3.70848 4.24158 -0.10
N 3.91646 -2.76648 -3.05442 -0.09
C 3.07746 -2.90248 -4.09342 -0.14
C 2.09046 -3.97448 -3.58642 -0.10
C 2.37446 -4.21648 -2.18042 -0.10
C 3.57846 -3.37448 -1.86742 -0.14
H 4.70946 -2.07448 -2.78442 0.19
H 3.27546 -2.52448 -5.28642 0.16
H 1.25146 -4.43548 -4.07742 0.05
H 1.68246 -4.88548 -1.57542 0.10
H 4.20046 -3.20448 -0.94942 0.11
N 2.21146 1.09452 -6.67142 -0.05
C 2.92646 2.28952 -6.49242 -0.05
C 3.12846 2.33852 -4.96042 -0.05
C 2.43646 1.07852 -4.46742 -0.09
C 1.94346 0.25152 -5.60442 -0.10
H 1.82946 0.89152 -7.47442 0.06
H 3.16446 2.88252 -7.33742 0.08
H 3.53346 3.15952 -4.34942 0.05
H 2.27746 0.68252 -3.37342 0.08
H 1.42746 -0.64748 -5.58742 0.06
N 4.49146 2.63452 4.18158 -0.09
C 4.06746 3.91052 4.44758 -0.16
C 2.61046 3.78252 4.69858 -0.13
C 2.28746 2.33852 4.91858 -0.03
C 3.65046 1.63752 4.60358 -0.08
H 5.40846 2.32252 3.89858 0.14
H 4.72046 4.86052 4.43658 0.13
H 2.19546 4.79052 5.15358 0.11
H 1.34246 1.93052 5.22758 0.06
H 3.96146 0.58252 4.86358 0.13
N 3.52646 3.29252 1.23458 -0.04
C 4.13746 3.14852 0.02258 -0.06
C 3.03146 3.58952 -1.05942 -0.03
C 1.85346 3.93652 -0.19042 -0.11
C 2.19046 3.81552 1.28058 -0.08
H 4.12646 3.31652 2.01958 0.07
H 5.10746 2.76252 -0.02642 0.07
H 3.11746 3.70652 -2.08742 0.01
H 0.89346 4.22152 -0.63442 0.07
H 1.46446 3.86152 2.19858 0.10
N -2.29554 3.93652 5.03658 -0.02
C -2.93854 3.77052 3.76058 -0.05
C -2.15654 4.68652 2.86158 -0.07
C -0.92054 5.23952 3.56858 -0.05
C -1.21054 4.88252 5.02658 -0.08
H -2.77854 3.48852 5.73358 0.09
H -3.72954 3.26652 3.89758 0.02
H -2.39554 4.90252 1.89858 0.02
H -0.10254 5.94152 3.36858 0.07
H -0.80154 5.17052 6.00858 0.09
N -2.06554 1.97352 -3.46042 -0.05
C -2.07854 0.56252 -3.49942 -0.10
C -3.01354 0.05352 -2.38142 0.00
C -3.63554 1.37452 -1.73442 -0.01
C -3.04654 2.52652 -2.49742 -0.07
H -1.56854 2.55652 -4.25542 0.18
H -1.44554 0.07052 -4.24142 0.08
H -3.34854 -0.78348 -2.26342 -0.08
H -4.20454 1.49752 -0.94142 0.01
H -3.33054 3.53652 -2.45342 0.06
N -3.15054 -5.32648 -3.21342 -0.05
C -4.01454 -4.54648 -4.00142 -0.10
C -3.39054 -3.12748 -4.03542 -0.03
C -1.97854 -3.19448 -3.26542 -0.01
C -1.89254 -4.64748 -2.86542 -0.06
H -3.34854 -6.29448 -3.03542 0.13
H -4.91054 -5.07448 -4.37542 0.11
H -3.90654 -2.26448 -4.45842 0.06
H -1.28654 -2.49848 -3.04442 0.01
H -1.18154 -5.17848 -2.41042 0.04
N -4.49654 -3.55048 -0.88342 -0.07
C -3.94154 -3.80248 0.39258 -0.07
C -4.94854 -3.20048 1.44758 -0.01
C -6.04554 -2.52948 0.54258 0.00
C -5.60554 -2.86948 -1.00342 -0.09
H -4.10354 -3.97548 -1.76942 0.09
H -3.02454 -4.36648 0.34358 0.07
H -4.91054 -3.37048 2.42058 0.00
H -6.96054 -2.18948 0.82858 0.00
H -6.05654 -2.57048 -1.84942 0.05
```

**Net charge**: 0
**LUMO**: -2.563 eV

Short version: x is the most stable of them.

w.
An isolated ion of composition C3H2NO3 and charge -1. Source: OMol25; level of theory: ωB97M-V/def2-TZVPD.

```
9
Properties=species:S:1:pos:R:3:lowdin_charge:R:1
C -1.19050 -0.58018 -0.50201 -0.40
C 0.93037 -0.61448 0.08374 -0.46
C 0.52967 0.99316 0.36077 -0.32
N -0.12653 -1.33369 -0.38728 0.07
O 0.99681 1.93618 -0.25249 -0.06
O 2.03096 -1.03736 0.36295 0.01
O -1.26405 0.63508 -0.22008 -0.06
H -2.09555 -1.09989 -0.86497 0.10
H 0.18881 1.10118 1.41937 0.11
```

**Structure (SMILES)**: O=CC(=O)/N=C\[O-]
**Net charge**: -1
**LUMO**: 4.258 eV

x.
A 2-piece molecular cluster, C3H2NO3 overall. Source: OMol25; level of theory: ωB97M-V/def2-TZVPD.

```
9
Properties=species:S:1:pos:R:3:lowdin_charge:R:1
C 2.22205 1.04050 0.41078 -0.47
C -1.21660 -0.75073 -0.49355 -0.70
C -1.96042 0.27376 0.03339 -0.04
N 1.93160 -0.03416 0.01338 0.19
O -0.16998 -1.20148 -0.95633 -0.01
O 2.68644 2.02355 0.84682 0.07
O -2.49004 -1.13082 -0.54494 -0.07
H -2.08957 0.27223 1.11632 0.00
H 1.08653 -0.49285 -0.42587 0.02
```

**Net charge**: -1
**LUMO**: 3.733 eV

y.
An isolated ion of composition C3H2NO3 and charge -1. Source: OMol25; level of theory: ωB97M-V/def2-TZVPD.

```
9
Properties=species:S:1:pos:R:3:lowdin_charge:R:1
C 0.44319 1.11826 -0.09302 -0.45
C 0.96990 2.92417 1.83404 -0.66
C 0.84630 -0.11232 -0.08683 -0.04
N -0.24949 0.27332 -1.08784 0.00
O 0.75679 2.11612 2.70568 0.04
O 0.71398 2.33009 0.25578 -0.01
O 1.27782 4.03044 1.62646 0.08
H 1.17435 -1.06268 0.31836 0.06
H -1.15766 0.09949 -0.81223 -0.01
```

**Structure (SMILES)**: O=C([O-])OC1=CN1
**Net charge**: -1
**LUMO**: 4.276 eV

z.
C3H2NO3 as an isolated structure. Source: OMol25; level of theory: ωB97M-V/def2-TZVPD.

```
9
Properties=species:S:1:pos:R:3:lowdin_charge:R:1
C 0.38798 -0.43764 -1.19216 -0.60
C -0.78585 -0.12706 1.19869 -0.63
C -0.26515 0.61351 -0.53937 -0.03
N 1.27191 0.36443 -0.54402 0.08
O 0.14474 -0.35328 1.94917 -0.03
O 0.28056 -1.45258 -1.84965 0.03
O -1.98948 -0.26437 1.32713 -0.04
H -0.75255 1.55809 -0.74858 0.09
H 1.70784 0.09888 0.39880 0.12
```

**Net charge**: -1
**LUMO**: 4.254 eV

Short version: w is the most stable of them.

w.
A single C4H3NO molecule. Source: OMol25; level of theory: ωB97M-V/def2-TZVPD.

```
9
Properties=species:S:1:pos:R:3:lowdin_charge:R:1
C 0.17924 -0.00423 0.31862 -0.13
C -0.91700 0.72888 -0.39073 -0.08
C 1.41593 -0.28129 0.11189 -0.18
C -2.18059 0.40874 -0.09961 -0.20
N 2.36573 -0.96322 -0.23916 0.17
O -3.18296 -0.12323 0.03435 0.20
H -0.21350 -0.66738 1.05171 0.11
H -0.69252 1.67178 -0.85776 0.10
H 3.22567 -0.77007 0.07068 0.01
```

**Net charge**: 0
**LUMO**: 0.584 eV

x.
A single C4H3NO molecule. Source: OMol25; level of theory: ωB97M-V/def2-TZVPD.

```
9
Properties=species:S:1:pos:R:3:lowdin_charge:R:1
C -0.35022 -0.41753 -0.50070 -0.22
C 1.25777 -0.51258 -0.77049 -0.19
C -0.63749 -0.37630 0.96284 -0.02
C -1.30302 0.68155 0.25539 -0.20
N -1.53650 0.19496 -1.03105 0.10
O 1.80908 0.49426 -0.61313 0.11
H 1.56038 -1.55502 -0.54726 0.13
H 0.34272 -0.24939 1.64565 0.12
H -1.14272 1.74005 0.59876 0.15
```

**Net charge**: 0
**LUMO**: -0.056 eV

Short version: w is the most stable of them.